Density functional theory data (ωB97M-V/def2-TZVPD) for a cluster of 5 separate species, C3H15NO3S in total at a distorted geometry.

Geometry (Å):
C (-0.0808, 0.4710, -2.0251)
C (-0.0334, -0.7490, -1.1255)
C (1.3732, -1.2683, -0.9418)
S (2.3777, -0.1261, 0.0619)
N (-1.0520, 1.4123, -1.5323)
H (-0.1937, 0.1910, -3.0864)
H (0.9577, 0.8862, -1.8998)
H (-0.3265, -0.5473, -0.0848)
H (-0.6967, -1.4897, -1.5556)
H (1.8289, -1.1180, -1.9555)
H (1.3721, -2.2964, -0.5819)
H (0.4662, 1.7681, 0.4897)
H (-1.1312, 2.2791, -2.0541)
H (-0.7407, 1.5998, -0.5561)
H (1.1752, 0.7370, 1.7378)
H (1.4496, -0.0350, 2.9301)
O (0.6871, 0.4737, 2.6144)
H (-2.8105, -0.6176, 0.7078)
H (-2.8069, 0.0492, -0.6293)
O (-3.1262, -0.7621, -0.2044)
H (-2.1211, 0.8479, 2.7476)
H (-0.7511, 0.2344, 2.2088)
O (-1.7630, 0.2340, 2.1032)

Atoms 1-6, force components in eV/Å:
1.90 0.50 0.24
-0.84 -0.27 0.78
1.04 0.92 -1.73
-1.31 0.98 -0.07
-0.15 -0.12 0.71
-0.27 0.27 0.46

Summary:
ΔE to the lowest compared entry with this formula, charge and spin: 490.31 kJ/mol
Lowest unoccupied orbital energy: -3.50 eV
Highest occupied orbital energy: -9.48 eV
Gap between HOMO and LUMO: 5.9731 eV
Maximum force: 3.37 eV/Å
E_tot: -21817.081 eV

---

Density functional theory data (ωB97M-V/def2-TZVPD) for a cluster of 3 separate species, C31H51ClN3O6S in total.

Geometry (Å):
C (2.0787, -2.1298, 2.7771)
C (1.3419, -2.8835, 1.6791)
C (0.5089, -1.9911, 0.7453)
C (-0.9547, -1.8152, 1.1631)
N (-1.0861, -1.5286, 2.5979)
C (-2.1301, -0.6380, 2.9102)
C (-1.9185, 0.6873, 2.9416)
C (-0.5362, 1.2226, 2.6235)
C (-0.4181, 2.7223, 2.3096)
C (0.0465, 3.5170, 3.5372)
C (1.5220, 3.1930, 3.8454)
S (2.4470, 4.6483, 4.2316)
O (2.2129, 5.6468, 3.2403)
O (2.2651, 4.9855, 5.6053)
Cl (4.3770, 4.0031, 4.0153)
C (-3.0402, 1.5512, 3.3292)
O (-2.8710, 2.7268, 3.5912)
C (-4.4042, 0.9636, 3.4348)
C (-5.4727, 1.8425, 3.5850)
C (-6.7652, 1.3419, 3.7125)
C (-6.9792, -0.0285, 3.7048)
C (-5.9161, -0.9300, 3.5549)
C (-6.2603, -2.4138, 3.6002)
O (-6.1497, -2.9115, 4.7359)
O (-6.7390, -2.8948, 2.5620)
C (-4.6179, -0.4271, 3.4028)
C (-3.4509, -1.2896, 3.2006)
O (-3.4745, -2.4911, 3.2185)
H (2.6638, -2.8425, 3.3604)
H (1.4097, -1.6307, 3.4671)
H (2.7930, -1.4221, 2.3643)
H (0.7219, -3.6649, 2.1111)
H (2.1053, -3.3609, 1.0670)
H (0.5241, -2.4529, -0.2417)
H (1.0071, -1.0262, 0.6637)
H (-1.5081, -2.7157, 0.9028)
H (-1.3496, -0.9748, 0.6006)
H (-1.2168, -2.3832, 3.1213)
H (-0.1979, 0.6806, 1.7476)
H (0.1257, 0.9106, 3.4303)
H (0.3585, 2.8386, 1.5536)
H (-1.3431, 3.1325, 1.9385)
H (-0.5372, 3.1623, 4.3785)
H (-0.1131, 4.5811, 3.4155)
H (1.9781, 2.7002, 2.9905)
H (1.6212, 2.5054, 4.6766)
H (-5.3024, 2.9069, 3.6095)
H (-7.6193, 1.9921, 3.8208)
H (-7.9838, -0.4028, 3.8286)
C (4.2803, -0.1053, -4.8903)
C (3.9416, 0.1964, -3.4381)
N (3.6937, -0.9833, -2.6327)
C (3.1114, -0.6724, -1.3396)
C (3.9484, 0.1276, -0.3316)
C (4.7434, -1.9847, -2.6397)
C (6.1458, -1.5648, -2.1738)
H (3.4889, -0.6881, -5.3635)
H (4.3862, 0.8296, -5.4423)
H (5.2205, -0.6488, -4.9935)
H (3.0317, 0.8046, -3.4305)
H (4.7390, 0.8302, -3.0174)
H (2.7965, -1.6077, -0.8711)
H (2.1859, -0.1181, -1.5254)
H (4.7193, -0.4829, 0.1370)
H (3.2998, 0.4908, 0.4696)
H (4.4225, 0.9984, -0.7853)
H (4.8270, -2.3776, -3.6563)
H (4.4049, -2.8337, -2.0405)
H (6.4374, -0.5919, -2.5716)
H (6.8814, -2.2937, -2.5211)
H (6.2227, -1.5273, -1.0884)
C (0.5770, -1.6031, -4.6919)
C (-0.8945, -1.2292, -4.7658)
N (-1.4169, -0.7427, -3.5031)
C (-2.8648, -0.6184, -3.4854)
C (-3.5158, 0.4149, -4.4144)
C (-0.6765, 0.3475, -2.8953)
C (-0.5114, 1.6483, -3.6957)
H (0.7536, -2.3456, -3.9130)
H (0.8997, -2.0287, -5.6441)
H (1.2129, -0.7399, -4.4931)
H (-1.4640, -2.1206, -5.0423)
H (-1.0337, -0.5092, -5.5898)
H (-3.1791, -0.4183, -2.4580)
H (-3.2772, -1.6025, -3.7272)
H (-3.3947, 1.4319, -4.0440)
H (-4.5889, 0.2232, -4.4741)
H (-3.1191, 0.3657, -5.4292)
H (0.3207, -0.0244, -2.6449)
H (-1.1390, 0.5751, -1.9313)
H (-0.2705, 1.4589, -4.7429)
H (0.3060, 2.2377, -3.2733)
H (-1.4046, 2.2697, -3.6569)

Atoms 1-6, force components in eV/Å:
0.15 -0.51 0.28
0.13 0.54 -0.25
-0.06 -0.46 0.28
0.87 0.00 0.07
0.17 0.37 0.08
0.29 0.01 0.13

Summary:
ΔE to the lowest compared entry with this formula, charge and spin: 20.71 kJ/mol
Lowest unoccupied orbital energy: 1.65 eV
Highest occupied orbital energy: -4.73 eV
Gap between HOMO and LUMO: 6.3851 eV
Total charge: -1
Maximum force: 0.91 eV/Å
E_tot: -73088.425 eV

---

Density functional theory data (ωB97M-V/def2-TZVPD) for an isolated molecule of C6H13NO at a distorted geometry.

Geometry (Å):
C (-1.8418, -0.0203, -0.8920)
C (-2.9093, 0.7064, -1.6787)
C (-0.4864, -0.0511, -1.5169)
N (0.4921, -0.6858, -0.7798)
C (0.6830, -0.7146, 0.6388)
C (1.6259, 0.4490, 1.1649)
C (2.5839, -0.0171, 2.2170)
O (-0.3248, 0.2773, -2.6729)
H (-1.7497, 0.3947, 0.1183)
H (-2.2577, -1.0165, -0.7002)
H (-2.7830, 1.7839, -1.7425)
H (-3.9337, 0.4397, -1.3759)
H (-3.0755, 0.3855, -2.7085)
H (1.2926, -0.9300, -1.3437)
H (1.2228, -1.6422, 0.8618)
H (-0.2547, -0.8767, 1.1697)
H (0.8998, 1.2283, 1.4151)
H (2.1381, 0.7613, 0.2518)
H (3.6299, 0.2372, 2.0265)
H (2.3757, 0.3949, 3.2111)
H (2.6728, -1.1036, 2.3359)

Atoms 1-6, force components in eV/Å:
-1.16 0.29 0.88
-1.22 0.06 -0.92
-0.16 -1.14 -0.16
-0.30 0.31 -0.95
1.25 -0.70 0.65
-1.85 -0.99 -1.53

Summary:
ΔE to the lowest compared entry with this formula, charge and spin: 91.43 kJ/mol
Lowest unoccupied orbital energy: 0.96 eV
Highest occupied orbital energy: -9.37 eV
Gap between HOMO and LUMO: 10.3369 eV
Maximum force: 2.59 eV/Å
E_tot: -9970.227 eV
Structure (SMILES): CCCNC(=O)CC